<1>
Molecular formula: C8H13NO
Method: DFT, wB97M-V/def2-TZVPD

Structure (XYZ):
```
23
C8H13NO (wB97M-V/def2-TZVPD)
C -1.274 -1.271 -0.189
C -2.285 -0.430 0.581
C -0.586 -2.296 0.664
O -1.931 -1.837 -1.298
C -0.192 -0.244 -0.811
C 0.113 0.295 -1.850
H -1.306 -2.391 -1.781
H -3.095 -1.072 0.923
H -1.809 0.032 1.442
H -2.699 0.340 -0.066
H -0.005 -2.999 0.066
H -1.301 -2.827 1.287
H 0.152 -1.767 1.341
H 0.487 0.791 -2.706
C 1.198 1.916 0.562
C 2.391 2.211 -0.349
C 1.117 0.477 0.823
N 1.385 -0.456 1.476
H 1.314 2.429 1.521
H 0.269 2.241 0.090
H 2.301 1.670 -1.286
H 3.319 1.911 0.136
H 2.437 3.276 -0.575
```

Properties
multiplicity: 1
total charge: 0
lowest unoccupied orbital energy: 0.739 eV
SMILES: C#CC(C)(C)O.CCC#N
orbital gap: 10.220 eV

<2>
Molecular formula: C8H13NO
Method: DFT, wB97M-V/def2-TZVPD

Structure (XYZ):
```
23
C8H13NO (wB97M-V/def2-TZVPD)
C -1.430 -0.119 -2.814
C -0.379 -0.895 -1.778
C -0.284 0.106 -0.446
C 0.753 1.408 -0.547
C 0.769 2.401 0.789
C -0.228 2.012 2.073
N -1.135 0.786 2.064
C -1.216 -0.188 0.870
H -0.892 0.910 -3.088
H -1.710 -0.757 -3.754
H -2.374 0.152 -2.136
H -0.768 -1.939 -1.419
H 0.712 -0.979 -2.235
H 1.408 1.625 -1.520
H 1.462 3.367 0.786
H -0.232 2.717 3.008
H -1.796 0.542 2.862
H -1.948 -1.127 0.858
C 1.860 -2.039 1.269
O 1.968 -3.226 0.692
H 1.854 -2.011 2.372
H 2.647 -1.297 1.051
H 0.956 -1.448 1.045
```

Properties
multiplicity: 1
total charge: 0
lowest unoccupied orbital energy: -1.946 eV
orbital gap: 3.837 eV

<3>
Molecular formula: C8H13NO
Method: DFT, wB97M-V/def2-TZVPD

Structure (XYZ):
```
23
C8H13NO (wB97M-V/def2-TZVPD)
C 0.851 -0.528 -0.251
C 0.988 -0.566 1.236
C -1.578 1.091 -1.019
C -0.028 -1.548 -0.884
C 1.948 0.051 -1.077
C -0.252 0.144 1.771
C -0.380 1.443 1.134
O -0.298 1.233 -0.399
C -1.394 -0.619 2.020
N -2.332 -1.280 2.236
H 1.007 -1.605 1.573
H 1.911 -0.077 1.560
H -2.104 2.048 -0.989
H -2.179 0.329 -0.517
H -1.418 0.816 -2.062
H -0.345 -1.269 -1.889
H 0.574 -2.462 -0.979
H -0.895 -1.790 -0.271
H 1.649 0.244 -2.106
H 2.759 -0.691 -1.088
H 2.343 0.964 -0.638
H -1.306 1.972 1.353
H 0.478 2.100 1.286
```

Properties
multiplicity: 1
total charge: 0
lowest unoccupied orbital energy (alpha / beta): -0.293 / -0.294 eV
orbital gap (alpha / beta): 6.584 / 6.583 eV

So which one is most stable? That would be <1>, about 0.0064 hartree below the next structure.

<1>
Molecular formula: C29H28AsNO2S5Y
Method: DFT, wB97M-V/def2-TZVPD

Structure (XYZ):
```
67
C29H28AsNO2S5Y (wB97M-V/def2-TZVPD)
Y -1.242 0.335 0.235
S -3.802 -0.693 0.192
C -3.077 -1.698 1.424
C -3.409 -1.507 2.723
C -2.676 -1.903 3.908
C -1.481 -2.505 3.958
C -0.825 -3.015 2.717
C -0.640 -1.950 1.591
S 0.895 -2.285 0.571
C 2.001 -1.295 1.613
C 1.940 0.215 1.512
C 2.575 0.948 2.514
C 2.677 2.320 2.390
C 2.209 2.926 1.236
C 1.589 2.134 0.283
C 1.183 2.722 -1.034
S -0.626 2.869 -1.295
C -0.887 4.232 -0.171
C -0.649 5.504 -0.688
C -0.763 6.625 0.111
C -1.112 6.460 1.450
C -1.357 5.204 1.959
C -1.269 4.041 1.166
S -1.620 2.514 1.907
N 1.407 0.814 0.447
H -4.262 -0.861 2.895
H -3.113 -1.570 4.844
H -0.983 -2.679 4.904
H 0.051 -3.636 2.917
H 3.007 -1.606 1.317
H 1.828 -1.598 2.647
H 2.975 0.441 3.381
H 3.141 2.910 3.169
H 2.324 3.990 1.076
H 1.518 2.069 -1.840
H 1.589 3.724 -1.154
H -0.360 5.595 -1.728
H -0.577 7.609 -0.298
H -1.188 7.327 2.095
H -1.625 5.072 2.999
O -1.780 -3.718 1.908
C -1.941 -2.621 0.981
O -0.640 -0.655 1.897
C -2.063 -3.192 -0.424
C -2.608 -4.482 -0.448
C -2.756 -5.213 -1.609
C -2.348 -4.659 -2.813
C -1.837 -3.380 -2.822
C -1.694 -2.616 -1.652
S -1.084 -0.989 -1.961
H -2.923 -4.915 0.490
H -3.186 -6.206 -1.570
H -2.442 -5.216 -3.738
H -1.534 -2.918 -3.753
C 3.927 0.141 -2.672
As 2.014 -0.418 -2.401
C 1.434 0.130 -4.211
C 2.292 -2.316 -2.801
H 4.366 -0.259 -3.588
H 4.524 -0.196 -1.822
H 3.994 1.231 -2.707
H 2.000 -0.377 -4.994
H 1.540 1.210 -4.340
H 0.379 -0.118 -4.312
H 2.660 -2.476 -3.815
H 1.341 -2.832 -2.674
H 2.998 -2.742 -2.086
```

Properties
multiplicity: 1
total charge: -1
lowest unoccupied orbital energy: 2.382 eV
orbital gap: 6.589 eV

<2>
Molecular formula: C29H28AsNO2S5Y
Method: DFT, wB97M-V/def2-TZVPD

Structure (XYZ):
```
67
C29H28AsNO2S5Y (wB97M-V/def2-TZVPD)
Y 0.827 -0.653 0.380
S 1.365 -3.349 0.281
C 1.796 -3.038 -1.401
C 3.118 -3.128 -1.848
C 3.446 -2.916 -3.174
C 2.454 -2.607 -4.098
C 1.140 -2.487 -3.677
C 0.820 -2.672 -2.338
S -0.817 -2.437 -1.680
C -1.550 -1.328 -2.895
C -2.492 -0.364 -2.224
C -3.760 -0.119 -2.729
C -4.529 0.877 -2.141
C -4.001 1.596 -1.087
C -2.727 1.265 -0.627
C -2.136 2.021 0.538
S -0.339 2.032 0.658
C 0.094 2.957 -0.799
C -0.160 4.326 -0.766
C 0.142 5.136 -1.843
C 0.738 4.553 -2.960
C 1.019 3.204 -2.983
C 0.710 2.350 -1.907
S 1.106 0.657 -2.075
N -2.009 0.294 -1.167
H 3.886 -3.360 -1.122
H 4.480 -2.981 -3.487
H 2.699 -2.439 -5.138
H 0.370 -2.233 -4.393
H -2.062 -1.859 -3.698
H -0.746 -0.711 -3.309
H -4.124 -0.686 -3.575
H -5.521 1.096 -2.515
H -4.553 2.401 -0.618
H -2.507 1.616 1.485
H -2.476 3.058 0.498
H -0.590 4.753 0.133
H -0.059 6.199 -1.807
H 1.002 5.161 -3.818
H 1.501 2.770 -3.849
O 3.443 1.869 0.601
C 3.237 0.857 1.248
O 2.882 -0.294 0.755
C 3.381 0.856 2.751
C 4.533 1.436 3.273
C 4.778 1.454 4.636
C 3.833 0.902 5.491
C 2.669 0.355 4.982
C 2.410 0.314 3.608
S 0.841 -0.363 3.115
H 5.233 1.878 2.576
H 5.686 1.895 5.027
H 3.996 0.905 6.563
H 1.927 -0.052 5.658
C -3.648 -1.454 1.122
As -1.833 -1.911 1.709
C -2.162 -1.780 3.629
C -2.009 -3.846 1.537
H -4.364 -2.101 1.634
H -3.747 -1.589 0.046
H -3.882 -0.417 1.364
H -3.104 -2.280 3.864
H -2.198 -0.734 3.929
H -1.337 -2.249 4.161
H -2.846 -4.177 2.156
H -1.085 -4.328 1.847
H -2.189 -4.101 0.494
```

Properties
multiplicity: 1
total charge: -1
lowest unoccupied orbital energy: 2.254 eV
orbital gap: 6.706 eV

So which one is most stable? That would be <2>, about 0.1376 hartree below the next structure.

<1>
Molecular formula: C11H15N
Method: DFT, wB97M-V/def2-TZVPD

Structure (XYZ):
```
27
C11H15N (wB97M-V/def2-TZVPD)
C 2.723 0.329 -1.708
C 1.893 0.404 -2.992
H 3.603 0.969 -1.726
H 2.099 0.682 -0.882
H 2.975 -0.699 -1.455
H 1.607 1.442 -3.185
H 2.496 0.139 -3.856
H 1.016 -0.233 -2.870
C 0.080 -2.851 1.214
C -1.017 0.435 -0.148
C -0.493 -0.322 0.925
C -0.445 -1.651 0.508
C -0.944 -1.676 -0.821
C -1.132 1.797 -0.024
C -0.571 2.406 1.116
C -0.077 1.676 2.189
C -0.112 0.285 2.117
N -1.252 -0.444 -1.204
H -1.654 2.378 -0.768
H -0.502 3.478 1.062
H -1.411 -0.115 -2.149
H 0.391 2.167 3.037
H -1.151 -2.445 -1.562
H 0.207 -0.319 2.957
H -0.122 -3.743 0.637
H -0.398 -2.993 2.177
H 1.168 -2.809 1.320
```

Properties
multiplicity: 2
<S²>: 0.77
total charge: +1
lowest unoccupied orbital energy (alpha / beta): -3.750 / -6.935 eV
orbital gap (alpha / beta): 9.235 / 6.617 eV

<2>
Molecular formula: C11H15N
Method: DFT, wB97M-V/def2-TZVPD

Structure (XYZ):
```
27
C11H15N (wB97M-V/def2-TZVPD)
C -3.124 0.796 -1.447
C -1.702 1.238 -1.386
H -3.567 0.427 -2.420
H -3.255 0.091 -0.699
H -3.746 1.676 -1.128
H -1.549 2.133 -0.832
H -1.090 1.541 -2.273
H -1.360 0.400 -0.611
C -0.204 -2.844 0.161
C 0.940 0.577 1.270
C 1.061 -0.515 0.269
C -0.023 -1.452 0.640
C -0.658 -0.913 1.729
C 2.116 1.399 1.434
C 3.080 1.222 0.390
C 1.975 -0.454 -0.861
C 2.956 0.470 -0.697
N -0.240 0.444 1.950
H -0.250 0.796 2.910
H 2.212 2.243 2.051
H -1.697 -1.228 2.221
H 3.788 2.049 0.448
H 1.530 -0.970 -1.710
H -1.343 -3.141 0.145
H 0.188 -3.609 0.791
H 3.740 0.810 -1.476
H 0.222 -3.186 -0.866
```

Properties
multiplicity: 2
<S²>: 0.79
total charge: +1
lowest unoccupied orbital energy (alpha / beta): -4.198 / -7.325 eV
orbital gap (alpha / beta): 9.036 / 6.063 eV

<3>
Molecular formula: C11H15N
Method: DFT, wB97M-V/def2-TZVPD

Structure (XYZ):
```
27
C11H15N (wB97M-V/def2-TZVPD)
C 1.803 -2.030 0.705
C 0.518 0.280 -0.059
C 1.669 -0.556 0.541
C 0.811 1.693 0.060
C 2.647 0.386 0.829
C -0.629 0.012 -0.985
C -1.158 0.977 -1.808
C -0.823 2.342 -1.551
C 0.054 2.676 -0.556
N 2.099 1.667 0.607
H -0.880 -1.099 -0.981
H -1.883 0.735 -2.670
H -1.154 3.012 -2.233
H 1.062 -2.717 1.269
H 2.835 -2.515 1.012
H 3.575 0.339 1.234
H 2.644 2.507 0.831
H 0.224 3.763 -0.409
H 1.671 -2.330 -0.305
C -3.007 -2.432 1.566
C -2.803 -2.890 0.087
H -2.104 -1.880 1.984
H -3.958 -1.866 1.687
H -2.748 -3.195 2.203
H -1.814 -2.804 -0.184
H -3.524 -2.388 -0.684
H -3.127 -3.986 0.036
```

Properties
multiplicity: 2
<S²>: 0.77
total charge: +1
lowest unoccupied orbital energy (alpha / beta): -3.633 / -7.330 eV
orbital gap (alpha / beta): 9.583 / 5.875 eV

So which one is most stable? That would be <1>, about 0.1067 hartree below the next structure.

<1>
Molecular formula: CH5N3S2
Method: DFT, wB97M-V/def2-TZVPD

Structure (XYZ):
```
11
CH5N3S2 (wB97M-V/def2-TZVPD)
C 0.737 -0.266 0.446
H -1.236 1.499 -1.473
H 1.269 1.779 0.300
H 2.620 -0.652 0.239
H -0.626 -1.926 0.924
H -2.444 -0.036 -0.665
N 0.574 1.108 -0.008
N 1.833 -1.145 0.616
N -0.571 -0.903 0.650
S -0.040 0.827 -1.669
S -2.116 -0.285 0.639
```

Properties
multiplicity: 1
total charge: 0
lowest unoccupied orbital energy: 0.176 eV
SMILES: N=C(NS)NS
orbital gap: 9.059 eV

<2>
Molecular formula: CH5N3S2
Method: DFT, wB97M-V/def2-TZVPD

Structure (XYZ):
```
11
CH5N3S2 (wB97M-V/def2-TZVPD)
C -0.142 -0.070 0.021
H -2.167 1.995 -1.397
H -0.475 1.702 0.954
H -1.001 -0.638 -1.567
H 1.626 0.006 1.068
H 0.987 -2.555 -0.066
N -0.345 1.283 0.020
N -0.643 -1.000 -0.698
N 0.741 -0.493 0.998
S -0.802 2.243 -1.286
S 1.028 -2.157 1.201
```

Properties
multiplicity: 1
total charge: 0
lowest unoccupied orbital energy: 0.566 eV
SMILES: N=C(NS)NS
orbital gap: 9.327 eV

So which one is most stable? That would be <2>, about 0.0508 hartree below the next structure.